{
  "formula": "C34H29N8O2ReTe",
  "method": "the ωB97M-V functional and the def2-TZVPD basis",
  "e_lumo_ev": [-9.4, -9.5],
  "orbital_gap_ha": [0.230, 0.226],
  "multiplicity": 2,
  "homo_energy_ev": [-15.628, -15.628],
  "charge": 3,
  "de_lowest_kj_mol": 55.49,
  "s_squared": 0.804,
  "symbols": ["Re", "C", "C", "N", "C", "C", "N", "C", "C", "C", "C", "C", "N", "C", "C", "N", "C", "C", "N", "C", "C", "C", "N", "C", "C", "H", "H", "H", "H", "H", "H", "H", "H", "H", "H", "H", "H", "C", "C", "N", "O", "C", "C", "N", "O", "H", "H", "H", "H", "H", "H", "H", "Te", "C", "C", "C", "C", "C", "C", "C", "C", "C", "C", "C", "C", "H", "H", "H", "H", "H", "H", "H", "H", "H", "H"],
  "positions_angstrom": [[-1.49215, -0.05177, -0.82888], [-2.59528, 2.09625, -4.47256], [-2.54936, 1.66696, -3.15492], [-1.71976, 0.68460, -2.78929], [-0.94134, 0.11427, -3.74625], [-1.01988, 0.57172, -5.05453], [-1.83106, 1.55697, -5.41407], [-0.05457, -0.97902, -3.27484], [0.78335, -1.74517, -4.05841], [1.53630, -2.77105, -3.47218], [1.39861, -2.97985, -2.09188], [0.54649, -2.18011, -1.36306], [-0.15916, -1.19865, -1.95243], [0.28537, -2.28009, 0.09640], [0.89077, -3.19224, 0.94842], [0.62390, -3.23383, 2.24757], [-0.25496, -2.36477, 2.72505], [-0.88597, -1.43795, 1.90464], [-0.61564, -1.39906, 0.59634], [2.43583, -3.61118, -4.28250], [3.15279, -3.06415, -5.34257], [3.99431, -3.89490, -6.06861], [4.13796, -5.19115, -5.81510], [3.44360, -5.71019, -4.80783], [2.58904, -4.96668, -4.00651], [-3.26797, 2.89191, -4.76985], [-3.17459, 2.09739, -2.38859], [-0.40918, 0.13464, -5.83461], [0.83862, -1.58415, -5.12546], [1.97659, -3.75538, -1.61000], [1.61530, -3.90503, 0.57549], [-0.46879, -2.39905, 3.78602], [-1.60149, -0.72690, 2.29104], [3.09972, -2.01036, -5.58392], [4.58027, -3.49792, -6.88894], [3.57314, -6.77128, -4.63147], [2.03262, -5.45570, -3.21733], [-5.51264, -1.50170, -0.31699], [-4.23174, -0.74058, -0.19010], [-3.19773, -0.95516, -1.00728], [-3.33035, -1.88342, -2.00712], [-3.95306, 0.27319, 0.74070], [-4.87612, 0.70027, 1.83146], [-2.75384, 0.80396, 0.51834], [-2.35729, 1.78044, 1.45640], [-5.35668, -2.57480, -0.17652], [-5.97576, -1.34434, -1.29598], [-6.23209, -1.17463, 0.42656], [-4.24044, -2.22657, -2.00055], [-5.56766, 1.47657, 1.48962], [-4.31359, 1.07294, 2.68447], [-5.49130, -0.13089, 2.16809], [-2.95147, 3.62328, 1.03287], [-1.65431, 3.81270, -0.57842], [-2.01829, 4.65518, -1.62235], [-1.18057, 4.76150, -2.72615], [-0.00753, 4.01898, -2.78138], [0.34622, 3.17498, -1.73110], [-0.47436, 3.06651, -0.61831], [-1.89035, 4.45295, 2.58126], [-0.57360, 4.87558, 2.39887], [0.07616, 5.44694, 3.48096], [-0.58647, 5.58730, 4.69662], [-1.90147, 5.17047, 4.85206], [-2.58052, 4.60249, 3.78474], [-2.93395, 5.23553, -1.58719], [-1.43862, 5.42983, -3.53681], [0.64720, 4.11375, -3.63767], [1.28229, 2.63190, -1.76829], [-0.18639, 2.45151, 0.22877], [-0.06757, 4.78973, 1.44802], [1.09451, 5.79305, 3.36920], [-0.07307, 6.04395, 5.53243], [-2.40604, 5.30126, 5.79957], [-3.61403, 4.29885, 3.89787]],
  "forces_ev_per_a": [[-0.3, 0.0, 0.4], [0.0, 0.0, -0.1], [0.1, -0.2, -0.2], [0.0, 0.1, -0.2], [0.1, -0.2, 0.2], [0.0, 0.0, 0.0], [-0.1, 0.0, 0.1], [-0.2, 0.2, -0.1], [0.1, -0.1, 0.0], [-0.1, 0.1, 0.0], [0.0, 0.0, -0.1], [-0.1, 0.0, 0.2], [-0.1, 0.1, -0.1], [0.0, 0.0, -0.1], [0.0, 0.0, 0.0], [0.0, 0.0, 0.0], [0.0, 0.0, 0.0], [0.1, -0.1, 0.0], [0.0, 0.2, 0.0], [0.0, 0.0, 0.0], [0.0, 0.0, 0.0], [0.0, 0.0, 0.0], [0.0, 0.0, 0.0], [0.0, 0.0, 0.0], [0.0, 0.0, 0.0], [0.0, 0.0, 0.0], [0.0, 0.0, 0.0], [0.0, 0.0, 0.0], [0.0, 0.0, 0.0], [0.0, 0.0, 0.0], [0.0, 0.0, 0.0], [0.0, 0.0, 0.0], [0.0, 0.0, 0.0], [0.0, 0.0, 0.0], [0.0, 0.0, 0.0], [0.0, 0.0, 0.0], [0.0, 0.0, 0.0], [0.1, 0.0, 0.0], [-0.2, -0.2, -0.1], [0.2, -0.2, -0.2], [0.0, 0.0, 0.0], [-0.3, -0.1, 0.0], [0.0, 0.0, 0.1], [0.4, 0.3, -0.1], [0.0, 0.1, 0.0], [0.0, 0.0, 0.0], [0.0, 0.0, 0.0], [0.0, 0.0, 0.0], [0.0, 0.0, 0.0], [0.1, 0.0, 0.0], [0.0, 0.0, 0.0], [0.0, 0.0, 0.0], [0.0, -0.1, 0.2], [0.0, 0.0, -0.1], [0.0, 0.0, 0.1], [0.2, 0.0, 0.0], [0.0, 0.0, 0.0], [0.1, 0.0, 0.0], [0.0, -0.1, 0.0], [0.0, 0.0, -0.3], [0.0, 0.1, 0.3], [0.0, 0.0, -0.1], [0.1, 0.0, 0.0], [-0.2, -0.1, 0.0], [0.2, 0.1, 0.1], [0.0, 0.0, 0.0], [0.0, 0.0, 0.0], [0.0, 0.0, 0.0], [0.0, 0.0, 0.0], [0.0, 0.0, 0.0], [0.0, 0.0, 0.0], [0.0, 0.0, 0.0], [0.0, 0.0, 0.0], [0.0, 0.0, 0.0], [0.0, 0.0, 0.0]]
}


{
  "formula": "C6H10O3",
  "method": "the ωB97M-V functional and the def2-TZVPD basis",
  "e_lumo_ev": 0.4,
  "orbital_gap_ha": 0.389,
  "smiles": "CC(=O)C(C)(C)OC=O",
  "homo_energy_ev": -10.183,
  "de_lowest_kj_mol": 170.99,
  "symbols": ["C", "C", "C", "C", "C", "C", "O", "O", "O", "H", "H", "H", "H", "H", "H", "H", "H", "H", "H"],
  "positions_angstrom": [[-0.88558, -1.53187, -0.74433], [0.88036, -0.33239, 0.35846], [-0.23307, 0.49146, -0.30316], [0.67420, -1.18791, 1.56510], [-0.63962, 1.57586, 0.71098], [0.13028, 1.06789, -1.59533], [1.96688, -0.40835, -0.24715], [-1.13897, -2.64695, -0.38257], [-1.41624, -0.38253, -0.33154], [-0.14746, -1.32388, -1.51091], [1.56981, -1.39258, 2.11938], [0.39444, -2.16956, 1.15121], [0.11716, -0.73987, 2.34111], [-0.07848, 2.39581, 0.32467], [-0.39679, 1.18023, 1.69285], [-1.67321, 1.78582, 0.70973], [1.13046, 1.39673, -1.51343], [-0.42593, 1.97026, -1.96992], [0.17177, 0.25183, -2.37514]],
  "forces_ev_per_a": [[-0.8, -1.9, -1.2], [3.7, -0.2, -2.0], [-2.1, 0.8, 2.7], [0.6, -0.4, -0.3], [1.2, -1.3, -0.4], [-0.3, -0.3, -2.7], [-2.0, 0.4, 1.4], [-0.6, 0.6, 0.0], [0.3, -0.3, 0.3], [0.4, -0.5, -0.4], [1.2, 0.1, -0.5], [-0.6, 0.4, 0.8], [-1.8, 0.0, 0.4], [0.4, 1.2, 0.9], [0.2, 0.8, 0.3], [-1.2, 0.2, -0.4], [1.3, 0.4, 0.1], [-0.1, -1.2, 0.6], [-0.2, 1.2, 0.5]]
}


Number 1 is which compound?
C34H29N8O2ReTe